Entry 1:
The following is a quantum chemistry calculation of C19H35GeN3O6SSiV as an isolated structure at a distorted geometry, from the OMol25 dataset.

Its max |F| is 0.034 hartree/bohr. Its charge is -2. Its HOMO energy (alpha / beta) is 0.014 / -0.094 Ha. The calculation puts the HOMO-LUMO gap (alpha / beta) at 3.98 / 6.91 eV. As for the total energy: -137948.5154 eV. The multiplicity is 4.

CARTESIAN COORDINATES (ANGSTROEM)
V1 0.47203 -0.48095 -0.44163
O1 4.19718 -0.59301 -0.03935
C1 3.40574 0.01666 0.98064
C2 2.72988 1.29064 0.55307
C3 3.37602 2.49297 0.69827
C4 2.76598 3.70659 0.33585
C5 1.43677 3.61829 -0.14138
C6 0.84004 2.40106 -0.29609
N1 1.45697 1.18931 -0.00868
H1 3.57197 -0.96944 -0.67936
H2 4.08765 0.24372 1.79863
H3 2.65796 -0.68956 1.35705
H4 4.38210 2.48385 1.10644
H5 3.27553 4.65679 0.43784
H6 0.86917 4.50944 -0.38386
H7 -0.18676 2.32871 -0.61998
O2 -0.04286 -4.35535 -1.22564
C7 0.30285 -3.20085 -1.11720
O3 -0.39017 -2.21386 -0.63546
C8 1.73416 -2.72356 -1.55707
O4 2.53635 -3.43649 -2.11238
O5 1.93968 -1.47461 -1.21426
C9 -3.75708 0.55801 1.99198
Si1 -2.79566 0.51419 0.35357
C10 -3.54093 -0.92869 -0.60703
C11 -3.28191 2.11451 -0.52100
O6 -1.22032 0.41429 0.55792
H8 -4.83319 0.66008 1.80446
H9 -3.45231 1.39428 2.63380
H10 -3.59736 -0.37423 2.54979
H11 -4.37844 -1.39213 -0.07296
H12 -2.75797 -1.68625 -0.73471
H13 -3.89075 -0.63826 -1.60421
H14 -4.36668 2.19832 -0.66269
H15 -2.80095 2.16194 -1.50551
H16 -2.94257 2.98235 0.05783
C12 -0.25302 -2.02393 5.74744
N2 -0.26201 -0.97733 4.76477
C13 -0.42863 0.41244 5.13810
C14 -0.38996 1.12066 3.78234
N3 0.20662 0.11766 2.90237
C15 0.19698 -1.10604 3.48249
S1 0.71972 -2.51293 2.76491
H17 -1.17195 -1.98330 6.33863
H18 0.60528 -1.94101 6.42766
H19 -0.19013 -2.97699 5.22713
H20 0.39002 0.74030 5.79186
H21 -1.37084 0.56605 5.67185
H22 0.22271 2.02056 3.80850
H23 -1.38529 1.38838 3.42583
H24 -0.13974 0.17829 1.92727
C16 2.28977 -0.41983 -4.20499
Ge1 0.35453 -0.65456 -3.94797
C17 -0.42592 0.37810 -5.47273
C18 -0.22246 -2.49545 -4.34172
C19 -0.29022 0.13724 -2.31124
H25 2.51465 -0.08193 -5.22072
H26 2.81651 -1.35722 -4.00413
H27 2.64996 0.32237 -3.48904
H28 -0.11316 -0.04193 -6.43741
H29 -0.10268 1.42363 -5.42869
H30 -1.52021 0.35661 -5.42410
H31 -0.66504 -2.53047 -5.34023
H32 -0.96410 -2.83089 -3.61229
H33 0.61904 -3.19196 -4.29080
H34 -1.37634 -0.02852 -2.25964
H35 -0.11619 1.21318 -2.45214

Entry 2:
The following is a quantum chemistry calculation of C4H11NS as an isolated structure at a distorted geometry, from the OMol25 dataset.

Its max |F| is 0.023 hartree/bohr. Its charge is -1. Its HOMO energy (alpha / beta) is 0.039 / -0.114 Ha. The calculation puts the HOMO-LUMO gap (alpha / beta) at 2.76 / 6.86 eV. As for the total energy: -16648.8594 eV. The multiplicity is 2.

CARTESIAN COORDINATES (ANGSTROEM)
C1 -0.19967 -2.62402 0.55118
S1 -1.36536 -1.84315 -0.54831
H1 0.80628 -2.25771 0.32349
H2 -0.37592 -2.42323 1.61092
H3 -0.18809 -3.70738 0.41726
C2 2.53830 2.22561 0.32668
C3 1.07574 1.99258 0.59000
C4 0.26069 1.35718 -0.33818
N1 -1.13441 1.04564 -0.04268
H4 2.76080 1.93729 -0.70513
H5 2.85553 3.26818 0.46096
H6 3.16956 1.59851 0.97392
H7 0.64444 2.36028 1.52163
H8 0.58164 0.98861 -1.30402
H9 -1.39058 1.45322 0.85236
H10 -1.77486 1.40265 -0.74756
H11 -1.17734 -0.28947 -0.17843